Entry from OMol25: 2 unconnected molecules or ions with the total composition CH2BrF2P (wB97M-V/def2-TZVPD).

molar mass: 162.90 g/mol
ΔE to the lowest compared entry with this formula, charge and spin: 67.8 kcal/mol
total energy: -85832.3643 eV

Geometry as XYZ:
```
7
CH2BrF2P wB97M-V/def2-TZVPD
C 0.34952 -1.29180 0.08244
F 1.31858 -2.28713 0.16690
F 0.68838 -0.20996 0.76280
P -0.06291 -0.88837 -1.68169
Br -3.11846 0.02554 0.58541
H -0.47998 -1.63030 0.62029
H -0.37352 0.30078 -1.15946
```

Löwdin atomic charge list, values in e, 6 entries: C -0.757; F -0.046; F -0.010; P 0.919; Br 0.047; H 0.048